This record from the Open Molecules 2025 dataset describes 2 unconnected molecules or ions with the total composition C18H42N2O5PS at a distorted geometry. The level of theory is ωB97M-V with the def2-TZVPD basis set.

Its charge is -1. The spin multiplicity is 1. The HOMO-LUMO gap comes out at 0.2849 Eh.

```
69
C18H42N2O5PS ωB97M-V with the def2-TZVPD basis set
C 3.50 -1.42 2.70
C 2.98 -1.13 1.24
C 4.00 -0.30 0.39
C 1.51 -0.55 1.23
C 1.51 0.94 1.70
P -0.21 1.51 2.34
C -2.06 1.70 2.76
C -2.84 0.38 2.56
O -2.48 -0.70 2.98
N -4.12 0.48 1.85
C -4.35 -0.70 0.98
C -5.15 0.44 2.92
S 0.59 2.39 4.19
C 1.20 1.02 5.26
O -0.32 3.31 4.91
O 1.82 3.16 3.83
O -0.10 3.11 1.72
C -0.21 3.23 0.31
C -0.79 1.85 -0.24
O -0.80 0.90 0.79
H 3.51 -2.51 2.92
H 2.84 -0.94 3.46
H 4.54 -1.04 2.85
H 2.91 -2.13 0.75
H 3.96 -0.63 -0.67
H 3.86 0.80 0.45
H 5.02 -0.50 0.80
H 1.14 -0.68 0.20
H 0.95 -1.19 1.96
H 2.31 1.01 2.48
H 1.87 1.55 0.84
H -0.21 0.23 3.01
H -2.50 2.41 2.03
H -2.28 2.04 3.80
H -3.38 -1.14 0.68
H -5.03 -1.45 1.44
H -4.85 -0.35 0.05
H -4.90 1.18 3.71
H -5.21 -0.56 3.41
H -6.16 0.65 2.51
H 0.96 0.02 4.86
H 0.89 1.14 6.32
H 2.31 1.09 5.26
H 0.81 3.49 -0.06
H -0.81 4.14 0.09
H -0.17 1.62 -1.13
H -1.87 2.10 -0.42
C -1.34 -1.58 -2.47
C -0.59 -2.18 -3.65
N -0.43 -1.26 -4.76
C 0.04 -1.90 -5.98
C 1.45 -2.51 -5.97
C 0.19 0.02 -4.44
C 1.59 0.01 -3.82
H -2.32 -1.20 -2.78
H -1.51 -2.35 -1.71
H -0.79 -0.77 -2.00
H -1.16 -3.05 -4.00
H 0.38 -2.56 -3.30
H -0.02 -1.18 -6.81
H -0.67 -2.69 -6.24
H 2.22 -1.75 -6.02
H 1.58 -3.15 -6.85
H 1.62 -3.13 -5.09
H -0.48 0.56 -3.76
H 0.20 0.64 -5.34
H 1.69 -0.75 -3.04
H 1.80 0.98 -3.37
H 2.36 -0.16 -4.57
```

This record from the Open Molecules 2025 dataset describes a molecular structure, C18H42N7O5P2Ti at a distorted geometry. The level of theory is ωB97M-V with the def2-TZVPD basis set.

The expectation value of S² is 3.7881. Its charge is 0. The spin multiplicity is 4. The HOMO-LUMO gap (spin up / spin down) comes out at 0.2224 / 0.1697 Eh. The value obtained for the energy above the lowest of the compared OMol25 structures with the same formula, charge and spin is 0.000 eV.

```
75
C18H42N7O5P2Ti ωB97M-V with the def2-TZVPD basis set
Ti -0.36 1.13 2.50
O -2.50 3.94 2.34
H -3.39 3.97 1.95
C -7.03 -5.05 3.44
C -6.61 -3.72 3.46
C -5.32 -3.35 3.79
C -4.46 -4.26 4.42
C -4.94 -5.63 4.59
C -6.14 -5.99 4.05
N -3.24 -3.79 5.08
O -2.76 -4.53 5.94
O -2.76 -2.71 4.71
H -8.01 -5.28 3.06
H -7.19 -2.97 2.96
H -5.03 -2.32 3.74
H -4.36 -6.33 5.17
H -6.38 -7.05 4.07
O -2.19 -1.05 -0.66
P -2.54 -1.10 -2.11
N -1.23 -1.42 -3.11
C 0.05 -2.07 -2.69
C -1.20 -1.07 -4.58
N -3.17 0.41 -2.72
C -4.47 0.83 -2.26
C -2.25 1.50 -2.95
N -3.60 -2.24 -2.66
C -4.23 -2.27 -3.95
C -3.78 -3.53 -1.98
H 0.84 -1.58 -3.26
H 0.06 -3.11 -3.00
H 0.35 -1.97 -1.64
H -2.20 -0.76 -4.89
H -0.71 -1.85 -5.16
H -0.60 -0.18 -4.80
H -4.40 1.53 -1.44
H -5.07 1.25 -3.07
H -5.01 -0.07 -1.97
H -1.62 1.51 -2.06
H -1.88 1.37 -3.96
H -2.77 2.45 -3.04
H -3.63 -2.87 -4.63
H -5.21 -2.73 -3.88
H -4.29 -1.24 -4.31
H -3.02 -4.30 -2.06
H -4.80 -3.91 -2.06
H -3.73 -3.26 -0.92
O 3.52 1.61 0.89
P 4.75 2.48 0.73
N 4.75 3.34 -0.81
C 3.78 4.43 -1.02
C 5.14 2.56 -2.09
N 6.25 1.62 0.74
C 7.44 2.36 0.49
C 6.60 0.73 1.80
N 4.84 3.63 1.97
C 4.37 3.21 3.29
C 5.65 4.83 1.82
H 2.88 4.12 -1.55
H 4.25 5.25 -1.58
H 3.42 4.77 -0.05
H 5.59 3.27 -2.77
H 4.19 2.22 -2.52
H 5.89 1.77 -2.03
H 8.23 1.67 0.20
H 7.30 2.98 -0.39
H 7.69 3.04 1.30
H 7.14 -0.10 1.34
H 7.08 1.17 2.67
H 5.69 0.21 2.11
H 5.00 3.71 4.02
H 3.30 3.37 3.33
H 4.43 2.12 3.38
H 5.11 5.74 2.07
H 5.92 4.92 0.77
H 6.54 4.63 2.42
```

This record from the Open Molecules 2025 dataset describes 4 unconnected molecules or ions with the total composition C18H43BIO12S3 at a distorted geometry. The level of theory is ωB97M-V with the def2-TZVPD basis set.

Its charge is -1. The spin multiplicity is 1. The HOMO-LUMO gap comes out at 0.2265 Eh.

```
78
C18H43BIO12S3 ωB97M-V with the def2-TZVPD basis set
C 4.69 0.95 -2.52
O 4.99 -0.51 -2.55
C 4.55 -1.10 -3.82
C 4.71 -2.75 -3.88
C 3.31 -3.57 -3.67
B 2.66 -3.49 -2.17
I 4.10 -3.22 -0.54
C 1.39 -2.39 -2.10
C 0.07 -3.21 -2.61
C -1.21 -2.28 -3.04
C -0.83 -0.81 -3.66
O -1.80 -0.30 -4.66
C -3.19 -0.51 -4.24
O -4.13 -0.53 -5.22
H 3.53 1.07 -2.42
H 5.07 1.39 -3.54
H 5.31 1.40 -1.63
H 5.30 -0.68 -4.65
H 3.46 -0.83 -4.15
H 5.61 -3.15 -3.21
H 5.06 -2.98 -5.00
H 2.53 -3.16 -4.48
H 3.50 -4.70 -3.95
H 2.13 -4.55 -1.98
H 1.72 -1.50 -2.78
H 1.30 -1.98 -0.98
H -0.30 -3.88 -1.68
H 0.33 -3.94 -3.49
H -1.95 -2.16 -2.13
H -1.82 -2.91 -3.85
H -0.77 0.01 -2.80
H 0.22 -0.83 -4.22
H -3.57 -0.73 -3.15
O -2.01 1.77 -1.13
S -2.44 3.12 -1.40
O -1.80 4.27 -0.79
O -4.05 3.23 -1.15
C -4.57 2.84 0.12
C -4.28 3.88 1.18
C -2.47 3.37 -3.16
H -4.17 1.86 0.41
H -5.65 2.73 0.00
H -3.21 3.96 1.38
H -4.78 3.62 2.12
H -4.63 4.87 0.86
H -2.99 2.54 -3.63
H -1.44 3.42 -3.51
H -2.98 4.32 -3.37
O 1.78 -4.15 3.69
S 1.91 -5.40 2.98
O 1.54 -5.54 1.59
O 1.19 -6.58 3.84
C -0.17 -6.41 4.20
C -1.10 -6.65 3.02
C 3.58 -5.98 3.16
H -0.34 -5.42 4.64
H -0.39 -7.15 4.98
H -0.96 -5.88 2.26
H -2.14 -6.63 3.34
H -0.88 -7.61 2.55
H 3.87 -5.92 4.21
H 4.23 -5.34 2.56
H 3.64 -7.01 2.80
O -2.74 5.28 3.61
S -2.13 5.83 4.80
O -2.81 6.77 5.66
O -0.67 6.45 4.40
C -0.60 7.43 3.37
C -1.09 8.78 3.85
C -1.54 4.49 5.80
H -1.16 7.10 2.49
H 0.45 7.51 3.07
H -2.16 8.75 4.08
H -0.93 9.55 3.09
H -0.57 9.07 4.77
H -0.98 3.79 5.17
H -2.41 4.00 6.24
H -0.90 4.89 6.59
```

This record from the Open Molecules 2025 dataset describes a molecular structure, C18H43BrCl2P2Sc at a distorted geometry. The level of theory is ωB97M-V with the def2-TZVPD basis set.

Its charge is -1. The spin multiplicity is 1. The HOMO-LUMO gap comes out at 0.1617 Eh. The value obtained for the energy above the lowest of the compared OMol25 structures with the same formula, charge and spin is 1.095 eV.

```
67
C18H43BrCl2P2Sc ωB97M-V with the def2-TZVPD basis set
Sc -0.95 0.30 1.17
Cl 0.18 0.61 -0.84
P -3.33 -0.51 -0.15
C -3.49 -1.38 -1.76
C -4.20 -1.42 1.15
C -4.15 1.09 -0.47
C -2.27 -2.20 -2.18
H -3.55 -0.54 -2.47
C -4.80 -2.17 -1.84
H -4.87 -2.94 -1.05
H -4.86 -2.68 -2.81
H -5.68 -1.53 -1.74
H -1.36 -1.59 -2.21
H -2.44 -2.58 -3.20
H -2.09 -3.06 -1.53
H -3.62 1.38 -1.39
C -3.99 2.21 0.55
C -5.63 0.87 -0.80
H -5.77 0.39 -1.77
H -6.14 1.85 -0.84
H -6.15 0.28 -0.04
H -2.94 2.45 0.78
H -4.51 2.01 1.49
H -4.45 3.10 0.10
C -3.67 -2.85 1.30
H -5.24 -1.44 0.79
C -4.13 -0.70 2.49
H -3.83 -3.49 0.43
H -4.18 -3.32 2.15
H -2.60 -2.88 1.53
H -3.10 -0.64 2.90
H -4.73 -1.27 3.20
H -4.52 0.32 2.46
Cl -0.13 -1.52 2.33
H -1.96 -0.95 0.19
P 3.84 0.74 -0.21
C 4.07 2.36 -1.00
C 4.65 0.63 1.41
C 3.88 -0.69 -1.33
C 2.86 3.26 -0.63
H 4.01 2.14 -2.08
C 5.43 2.99 -0.72
H 5.54 3.30 0.33
H 5.52 3.89 -1.34
H 6.24 2.32 -1.00
H 1.93 2.73 -0.83
H 2.87 4.18 -1.23
H 2.88 3.55 0.43
H 3.40 -0.28 -2.24
C 2.98 -1.84 -0.81
C 5.31 -1.09 -1.71
H 5.78 -0.31 -2.31
H 5.24 -1.99 -2.34
H 5.94 -1.33 -0.84
H 2.12 -1.44 -0.25
H 3.53 -2.55 -0.18
H 2.59 -2.39 -1.67
C 4.07 1.69 2.37
H 5.70 0.84 1.17
C 4.51 -0.76 2.04
H 4.34 2.71 2.08
H 4.47 1.52 3.37
H 2.98 1.61 2.42
H 3.45 -1.03 2.19
H 5.01 -0.76 3.01
H 4.99 -1.55 1.45
Br -0.97 2.34 2.52
```

This record from the Open Molecules 2025 dataset describes a molecular structure, C18H43CdF6NO6S2Si2 at a distorted geometry. The level of theory is ωB97M-V with the def2-TZVPD basis set.

Its charge is 0. The spin multiplicity is 1. The HOMO-LUMO gap comes out at 0.3475 Eh. The value obtained for the energy above the lowest of the compared OMol25 structures with the same formula, charge and spin is 0.000 eV.

```
79
C18H43CdF6NO6S2Si2 ωB97M-V with the def2-TZVPD basis set
O -0.54 -1.70 -1.20
O -2.80 -0.43 -5.58
C 0.37 -2.51 -1.97
C 0.87 -3.75 -1.24
H 1.20 -1.85 -2.23
H -0.16 -2.82 -2.89
H 1.30 -3.50 -0.26
H 1.67 -4.21 -1.84
H 0.08 -4.49 -1.12
C -1.62 -2.47 -0.63
C -2.58 -3.01 -1.67
H -2.12 -1.81 0.09
H -1.17 -3.31 -0.06
H -3.02 -2.20 -2.26
H -3.38 -3.54 -1.16
H -2.09 -3.71 -2.36
C -3.87 0.52 -5.79
C -2.72 -1.49 -6.55
C -5.05 0.28 -4.87
H -4.21 0.50 -6.84
H -3.41 1.49 -5.56
H -5.53 -0.69 -5.07
H -5.80 1.05 -5.04
H -4.74 0.33 -3.82
C -3.97 -2.34 -6.70
H -1.88 -2.11 -6.20
H -2.45 -1.05 -7.53
H -4.29 -2.76 -5.74
H -3.75 -3.18 -7.37
H -4.79 -1.77 -7.15
H -0.79 0.91 -4.79
Cd 0.45 0.57 -0.05
C -0.34 1.91 -4.76
Si 0.70 2.30 -6.29
H -1.16 2.64 -4.68
H 0.28 1.99 -3.85
C 1.50 0.68 -6.82
C 2.03 3.58 -5.97
C -0.42 2.90 -7.68
C 2.38 -0.09 -0.66
Si 3.54 1.00 0.30
H 2.58 -0.03 -1.74
H 2.51 -1.15 -0.38
C 4.14 2.39 -0.83
C 4.95 -0.10 0.93
C 2.80 1.86 1.81
H 0.17 3.18 -8.57
H -1.01 3.78 -7.38
H -1.13 2.11 -7.98
H 2.27 0.38 -6.10
H 1.97 0.77 -7.81
H 0.74 -0.11 -6.87
H 2.57 3.37 -5.03
H 1.61 4.59 -5.89
H 2.77 3.59 -6.78
H 5.19 -0.86 0.17
H 4.66 -0.62 1.85
H 5.87 0.47 1.14
H 2.48 1.14 2.57
H 1.93 2.49 1.58
H 3.56 2.51 2.28
H 5.01 2.91 -0.41
H 3.35 3.13 -1.00
H 4.43 1.98 -1.81
F 0.46 -1.67 4.62
C 0.19 -0.39 4.29
F -0.43 0.22 5.32
F 1.37 0.25 4.07
S -0.83 -0.34 2.75
O 0.00 -1.02 1.75
O -2.12 -0.88 3.09
N -0.77 1.26 2.47
S -1.93 1.82 1.49
O -1.39 1.75 0.10
O -3.27 1.37 1.71
C -1.94 3.66 1.84
F -2.43 3.89 3.08
F -0.67 4.13 1.77
F -2.69 4.32 0.93
```

This record from the Open Molecules 2025 dataset describes a molecular structure, C18H43ClNO9S2 at a distorted geometry. The level of theory is ωB97M-V with the def2-TZVPD basis set.

Its charge is -1. The spin multiplicity is 1. The HOMO-LUMO gap comes out at 0.3308 Eh. The value obtained for the energy above the lowest of the compared OMol25 structures with the same formula, charge and spin is 0.000 eV.

```
74
C18H43ClNO9S2 ωB97M-V with the def2-TZVPD basis set
O -0.32 -3.69 -4.72
C -0.95 -2.84 -5.33
C -1.07 -1.43 -4.79
S -2.32 -1.31 -3.49
O -2.43 -2.59 -2.86
O -1.82 -0.25 -2.64
N -3.65 -0.76 -4.18
S -4.64 -1.90 -4.68
O -5.33 -2.62 -3.66
O -4.13 -2.67 -5.78
Cl -6.08 -0.66 -5.51
H -1.43 -3.07 -6.29
H -1.35 -0.72 -5.56
H -0.14 -1.13 -4.35
C -1.30 -0.33 0.65
C -0.11 0.31 -0.04
O 0.30 1.55 0.54
C 0.70 1.50 1.89
C 1.91 0.61 2.14
H -2.13 0.37 0.70
H -1.61 -1.22 0.10
H -1.06 -0.64 1.68
H -0.38 0.53 -1.07
H 0.74 -0.39 -0.07
H -0.13 1.21 2.53
H 0.95 2.53 2.15
H 1.68 -0.44 1.95
H 2.23 0.70 3.18
H 2.74 0.90 1.49
C 8.59 2.09 0.70
C 7.15 1.98 0.22
O 6.33 1.19 1.05
C 6.18 1.65 2.38
C 5.56 3.03 2.49
H 9.02 1.10 0.85
H 9.19 2.62 -0.04
H 8.66 2.64 1.64
H 7.13 1.48 -0.76
H 6.72 2.97 0.07
H 7.14 1.61 2.91
H 5.53 0.92 2.87
H 6.20 3.80 2.07
H 5.37 3.28 3.53
H 4.61 3.06 1.94
C -0.54 -7.13 1.33
C -1.01 -5.79 1.86
O -0.77 -4.71 0.98
C -1.41 -4.79 -0.29
C -2.92 -4.85 -0.22
H 0.51 -7.09 1.04
H -0.66 -7.90 2.09
H -1.11 -7.45 0.45
H -0.46 -5.55 2.77
H -2.07 -5.84 2.13
H -1.02 -5.65 -0.86
H -1.11 -3.90 -0.83
H -3.28 -5.77 0.26
H -3.35 -4.80 -1.22
H -3.31 -4.01 0.36
C -1.74 4.00 0.23
C -2.61 3.71 1.43
O -3.01 4.86 2.16
C -3.78 5.80 1.44
C -5.09 5.25 0.90
H -0.87 4.59 0.52
H -1.39 3.07 -0.21
H -2.28 4.55 -0.54
H -2.05 3.10 2.14
H -3.49 3.12 1.14
H -3.18 6.23 0.62
H -3.98 6.61 2.14
H -4.93 4.48 0.15
H -5.67 6.05 0.45
H -5.67 4.81 1.71
```